Entry 1:
{
  "formula": "C11H17N4",
  "method": "wB97M-V/def2-TZVPD",
  "species": ["C", "C", "C", "C", "C", "C", "C", "C", "C", "N", "H", "H", "H", "H", "H", "H", "H", "H", "H", "C", "C", "N", "N", "N", "H", "H", "H", "H", "H", "H", "H", "H"],
  "coordinates": [[-2.410, 1.574, -3.137], [-1.398, -0.754, -0.417], [-2.163, -0.491, -1.564], [-1.728, 0.815, -2.015], [-0.863, 1.306, -1.115], [-1.301, -2.002, 0.171], [-2.023, -3.034, -0.396], [-2.857, -2.772, -1.481], [-2.844, -1.566, -2.148], [-0.549, 0.326, -0.144], [-0.552, -2.252, 0.908], [-2.078, -4.053, -0.042], [-0.503, 0.680, 0.798], [-3.384, -3.585, -1.946], [-0.367, 2.256, -1.213], [-3.235, -1.401, -3.145], [-3.268, 0.973, -3.435], [-1.781, 1.649, -4.019], [-2.791, 2.529, -2.797], [2.934, -0.049, 3.676], [2.609, 1.082, 1.525], [2.629, 1.089, 2.850], [2.909, -0.007, 0.852], [2.499, 2.317, 0.928], [2.237, 1.927, 3.172], [3.228, -0.823, 1.354], [2.812, -0.173, -0.135], [3.327, 2.857, 0.773], [1.737, 2.683, 0.400], [3.988, -0.292, 3.573], [2.425, -0.962, 3.441], [2.758, 0.152, 4.727]],
  "lowdin_charge": [-0.025, -0.229, -0.126, -0.220, -0.081, -0.033, -0.083, -0.088, -0.013, 0.040, 0.099, 0.106, 0.125, 0.102, 0.108, 0.114, 0.070, 0.080, 0.080, -0.031, -0.416, 0.074, 0.256, 0.156, 0.146, 0.121, 0.147, 0.119, 0.096, 0.105, 0.091, 0.108],
  "homo_energy_ev": -10.54,
  "total_charge": 1,
  "max_force_ev_per_a": 1.9,
  "orbital_gap_ev": 7.0,
  "lumo_energy_ev": -3.50
}

---

Entry 2:
{
  "formula": "C11H17N5O4",
  "method": "wB97M-V/def2-TZVPD",
  "species": ["N", "C", "O", "C", "C", "C", "N", "C", "O", "N", "C", "C", "C", "C", "N", "C", "N", "C", "O", "O", "H", "H", "H", "H", "H", "H", "H", "H", "H", "H", "H", "H", "H", "H", "H", "H", "H"],
  "coordinates": [[-0.348, 1.283, 3.717], [-1.540, 0.645, 3.587], [-1.784, -0.406, 4.196], [-2.647, 1.106, 2.462], [-2.111, 2.045, 1.438], [-0.859, 1.657, 0.604], [-0.775, 2.509, -0.583], [-1.101, 0.213, 0.176], [-2.190, -0.212, -0.123], [-0.006, -0.526, -0.168], [-0.029, -1.723, -1.042], [1.485, -2.216, -1.232], [2.335, -1.238, -1.921], [3.086, -1.284, -3.126], [3.816, -0.104, -3.152], [3.491, 0.638, -2.002], [2.621, -0.007, -1.328], [-0.871, -2.992, -0.592], [-0.398, -4.101, -0.513], [-2.165, -2.815, -0.612], [0.210, 0.958, 4.531], [-0.235, 2.230, 3.364], [-3.310, 1.735, 3.071], [-3.121, 0.127, 2.088], [-2.038, 2.925, 2.068], [-2.983, 2.191, 0.774], [0.018, 1.794, 1.223], [-1.237, 1.958, -1.284], [0.175, 2.606, -0.961], [0.887, -0.119, -0.144], [-0.500, -1.316, -2.016], [1.342, -3.070, -1.905], [1.787, -2.619, -0.324], [2.926, -1.866, -4.026], [4.536, 0.191, -3.718], [3.880, 1.639, -1.991], [-2.346, -1.837, -0.537]],
  "lowdin_charge": [0.145, -0.485, 0.008, -0.112, -0.197, -0.299, 0.073, -0.424, 0.067, 0.127, -0.134, -0.078, -0.255, -0.017, 0.048, -0.171, 0.066, -0.491, 0.103, 0.124, 0.133, 0.096, 0.115, 0.140, 0.109, 0.129, 0.124, 0.071, 0.083, 0.074, 0.183, 0.126, 0.106, 0.115, 0.105, 0.116, 0.079],
  "smiles": "NC(=O)CC[C@H](N)C(=O)N[C@@H](Cc1c[nH]cn1)C(=O)O",
  "homo_energy_ev": -9.23,
  "max_force_ev_per_a": 4.5,
  "orbital_gap_ev": 9.6,
  "lumo_energy_ev": 0.37
}

---

Entry 3:
{
  "formula": "C11H17N5O4",
  "method": "wB97M-V/def2-TZVPD",
  "species": ["C", "C", "C", "C", "C", "C", "C", "C", "C", "C", "C", "H", "H", "H", "H", "H", "H", "H", "H", "H", "H", "H", "H", "H", "H", "H", "H", "H", "N", "N", "N", "N", "N", "O", "O", "O", "O"],
  "coordinates": [[2.253, -0.598, -0.806], [0.680, -0.811, -1.119], [2.584, -0.994, 0.556], [4.135, -1.234, 0.692], [5.125, -0.194, 0.482], [-1.497, 0.339, -0.450], [-1.583, 1.921, -0.138], [-2.101, -0.359, 0.794], [-3.493, -0.595, 0.487], [-4.377, -0.998, 1.439], [-5.319, -0.506, -0.625], [2.154, 1.153, -1.918], [3.725, 0.876, -1.122], [2.539, -1.210, -1.631], [2.292, -2.029, 0.941], [2.031, -0.325, 1.216], [4.648, -1.910, -0.244], [4.269, -1.607, 1.751], [5.243, 0.394, 2.556], [6.553, 1.222, 1.442], [0.464, 1.232, 0.289], [-1.912, 0.311, -1.564], [-1.925, 0.252, 1.645], [-1.593, -1.326, 0.742], [-4.495, -1.221, 2.672], [-5.926, -0.528, -1.782], [-6.365, -1.623, 0.876], [-1.643, 3.234, 1.512], [2.672, 0.819, -1.062], [5.475, 0.520, 1.590], [0.019, 0.175, -0.407], [-4.018, -0.161, -0.773], [-5.562, -1.029, 0.716], [-0.008, -1.795, -1.512], [5.841, -0.021, -0.613], [-1.106, 2.727, -0.889], [-2.055, 2.217, 1.052]],
  "lowdin_charge": [-0.355, -0.386, -0.169, -0.126, -0.578, -0.188, -0.568, -0.127, -0.341, -0.071, -0.148, 0.104, 0.075, 0.125, 0.143, 0.109, 0.208, 0.127, 0.072, 0.262, 0.297, 0.187, 0.104, 0.128, 0.192, 0.188, 0.124, 0.292, 0.045, 0.100, 0.050, 0.085, -0.009, 0.019, -0.076, 0.083, 0.021],
  "homo_energy_ev": -8.66,
  "max_force_ev_per_a": 6.4,
  "orbital_gap_ev": 8.7,
  "lumo_energy_ev": 0.01
}

---

Entry 4:
{
  "formula": "C11H17NS2Si",
  "method": "wB97M-V/def2-TZVPD",
  "species": ["C", "C", "C", "C", "C", "N", "C", "S", "S", "Si", "C", "C", "C", "C", "C", "H", "H", "H", "H", "H", "H", "H", "H", "H", "H", "H", "H", "H", "H", "H", "H", "H"],
  "coordinates": [[4.520, 0.952, 1.103], [3.400, 0.322, 0.410], [2.479, -0.282, 1.251], [1.411, -0.979, 0.737], [1.248, -0.977, -0.642], [0.246, -1.795, -1.272], [-0.938, -2.317, -0.905], [-1.744, -3.432, -1.888], [-1.718, -1.812, 0.530], [-2.719, 0.138, 0.058], [-2.760, 0.866, 1.800], [-4.596, 0.267, -0.355], [-1.555, 1.217, -0.986], [2.184, -0.317, -1.499], [3.318, 0.277, -0.973], [5.410, 1.099, 0.417], [4.264, 1.897, 1.636], [4.955, 0.336, 1.905], [2.433, -0.156, 2.332], [0.650, -1.555, 1.285], [0.661, -2.149, -2.169], [-1.881, 0.560, 2.336], [-3.649, 0.438, 2.199], [-2.888, 1.922, 1.855], [-5.153, 0.353, 0.562], [-4.924, 1.130, -0.916], [-5.043, -0.530, -1.014], [-1.523, 0.774, -1.945], [-1.975, 2.279, -1.068], [-0.557, 1.417, -0.636], [2.329, -0.560, -2.524], [4.116, 0.618, -1.625]],
  "lowdin_charge": [-0.083, -0.314, -0.041, -0.043, -0.235, -0.026, -1.257, 0.530, 0.683, 0.405, -0.224, -0.187, -0.198, -0.014, -0.037, 0.097, 0.095, 0.081, 0.126, 0.070, 0.146, 0.014, 0.007, 0.028, 0.010, 0.020, 0.046, 0.001, 0.064, 0.016, 0.101, 0.118],
  "smiles": "Cc1ccc(NC(=S)S[Si](C)(C)C)cc1",
  "homo_energy_ev": -7.97,
  "max_force_ev_per_a": 3.1,
  "orbital_gap_ev": 8.0,
  "lumo_energy_ev": -0.01
}

---

Entry 5:
{
  "formula": "C11H18",
  "method": "wB97M-V/def2-TZVPD",
  "species": ["C", "C", "C", "C", "C", "C", "C", "H", "H", "H", "H", "H", "H", "H", "H", "C", "C", "C", "C", "H", "H", "H", "H", "H", "H", "H", "H", "H", "H"],
  "coordinates": [[-0.705, -3.513, -1.224], [-0.196, -2.957, 0.085], [-0.744, -3.045, 1.385], [0.007, -2.438, 2.414], [1.283, -1.846, 2.319], [1.672, -1.699, 1.002], [0.924, -2.217, -0.110], [0.181, -3.642, -1.854], [-1.487, -2.770, -1.625], [-1.199, -4.483, -1.381], [-1.578, -3.816, 1.566], [-0.409, -2.361, 3.378], [1.644, -1.625, 3.392], [2.487, -1.027, 0.736], [1.326, -1.940, -1.157], [0.805, 3.712, -0.347], [-0.388, 2.757, -0.305], [-1.364, 3.457, -1.236], [-0.016, 1.378, -0.625], [1.595, 3.236, 0.140], [0.576, 4.629, 0.176], [1.092, 3.876, -1.325], [-0.729, 2.844, 0.799], [-1.138, 3.124, -2.308], [-2.405, 2.958, -0.862], [-1.297, 4.504, -1.177], [0.521, 1.172, -1.570], [0.487, 0.912, 0.150], [-0.946, 0.820, -0.435]],
  "lowdin_charge": [-0.071, -0.319, -0.030, -0.118, -0.091, -0.103, -0.093, 0.065, 0.109, 0.071, 0.135, 0.073, 0.134, 0.095, 0.141, -0.103, -0.536, -0.101, -0.107, 0.054, 0.080, 0.055, 0.159, 0.101, 0.125, 0.041, 0.106, 0.034, 0.091],
  "smiles": "Cc1ccccc1.CC(C)C",
  "homo_energy_ev": -9.10,
  "max_force_ev_per_a": 5.3,
  "orbital_gap_ev": 10.0,
  "lumo_energy_ev": 0.93
}

---

Entry 6:
{
  "formula": "C11H18",
  "method": "wB97M-V/def2-TZVPD",
  "species": ["C", "C", "C", "C", "C", "C", "C", "H", "H", "H", "H", "H", "H", "H", "H", "C", "C", "C", "C", "H", "H", "H", "H", "H", "H", "H", "H", "H", "H"],
  "coordinates": [[-0.387, -0.456, -2.247], [0.946, -0.483, -1.482], [2.005, 0.252, -1.951], [3.145, 0.502, -1.144], [3.103, -0.005, 0.125], [2.171, -1.033, 0.441], [0.967, -1.160, -0.246], [-0.449, 0.470, -2.837], [-1.328, -0.414, -1.706], [-0.446, -1.224, -2.998], [1.819, 0.741, -2.905], [3.721, 1.363, -1.443], [3.818, 0.299, 0.861], [2.473, -1.494, 1.389], [0.162, -1.760, 0.144], [-3.008, -0.710, 1.621], [-2.114, 0.418, 1.084], [-3.105, 1.380, 0.493], [-1.320, 0.842, 2.399], [-3.910, -0.885, 1.038], [-3.408, -0.766, 2.632], [-2.636, -1.760, 1.498], [-1.370, 0.110, 0.356], [-3.746, 1.869, 1.262], [-2.580, 2.348, 0.361], [-3.788, 1.095, -0.307], [-1.063, 1.875, 2.626], [-1.943, 0.554, 3.274], [-0.392, 0.269, 2.393]],
  "lowdin_charge": [-0.050, -0.277, -0.060, -0.079, -0.105, -0.080, -0.050, 0.076, 0.058, 0.069, 0.110, 0.099, 0.092, 0.102, 0.107, -0.128, -0.429, -0.118, -0.060, 0.060, 0.070, 0.080, 0.076, 0.087, 0.078, 0.078, 0.063, 0.068, 0.061],
  "smiles": "Cc1ccccc1.CC(C)C",
  "homo_energy_ev": -8.99,
  "max_force_ev_per_a": 3.9,
  "orbital_gap_ev": 9.9,
  "lumo_energy_ev": 0.91
}

---

Please write out number 1 again, unchanged.
{
  "formula": "C11H17N4",
  "method": "wB97M-V/def2-TZVPD",
  "species": ["C", "C", "C", "C", "C", "C", "C", "C", "C", "N", "H", "H", "H", "H", "H", "H", "H", "H", "H", "C", "C", "N", "N", "N", "H", "H", "H", "H", "H", "H", "H", "H"],
  "coordinates": [[-2.410, 1.574, -3.137], [-1.398, -0.754, -0.417], [-2.163, -0.491, -1.564], [-1.728, 0.815, -2.015], [-0.863, 1.306, -1.115], [-1.301, -2.002, 0.171], [-2.023, -3.034, -0.396], [-2.857, -2.772, -1.481], [-2.844, -1.566, -2.148], [-0.549, 0.326, -0.144], [-0.552, -2.252, 0.908], [-2.078, -4.053, -0.042], [-0.503, 0.680, 0.798], [-3.384, -3.585, -1.946], [-0.367, 2.256, -1.213], [-3.235, -1.401, -3.145], [-3.268, 0.973, -3.435], [-1.781, 1.649, -4.019], [-2.791, 2.529, -2.797], [2.934, -0.049, 3.676], [2.609, 1.082, 1.525], [2.629, 1.089, 2.850], [2.909, -0.007, 0.852], [2.499, 2.317, 0.928], [2.237, 1.927, 3.172], [3.228, -0.823, 1.354], [2.812, -0.173, -0.135], [3.327, 2.857, 0.773], [1.737, 2.683, 0.400], [3.988, -0.292, 3.573], [2.425, -0.962, 3.441], [2.758, 0.152, 4.727]],
  "lowdin_charge": [-0.025, -0.229, -0.126, -0.220, -0.081, -0.033, -0.083, -0.088, -0.013, 0.040, 0.099, 0.106, 0.125, 0.102, 0.108, 0.114, 0.070, 0.080, 0.080, -0.031, -0.416, 0.074, 0.256, 0.156, 0.146, 0.121, 0.147, 0.119, 0.096, 0.105, 0.091, 0.108],
  "homo_energy_ev": -10.54,
  "total_charge": 1,
  "max_force_ev_per_a": 1.9,
  "orbital_gap_ev": 7.0,
  "lumo_energy_ev": -3.50
}

---

Number 5 is which compound?
C11H18